*w*
Molecular formula: C4H7N2
Method: DFT, ωB97M-V with the def2-TZVPD basis set

Each line ends with the natural charge from an NBO analysis.
Cartesian coordinates (Å):
C -2.185 -0.180 0.390  0.086
N -1.888 0.689 -0.453  -0.209
C -0.958 -0.617 -0.286  -0.060
N 0.336 -0.351 0.315  -0.370
C 1.515 -0.131 -0.526  -0.210
C 0.951 0.981 0.252  -0.211
H -2.876 -0.468 1.150  0.251
H -0.963 -1.324 -1.101  0.236
H 0.496 -0.876 1.178  0.451
H 1.336 -0.159 -1.592  0.255
H 2.427 -0.624 -0.219  0.254
H 1.443 1.326 1.153  0.254
H 0.366 1.735 -0.261  0.271

Summary:
HOMO   -15.32 eV
Net charge   +1
SMILES   C1=N[C@H]1[NH+]1CC1
HOMO-LUMO gap   0.4353 hartree


*x*
Molecular formula: C4H7N2
Method: DFT, ωB97M-V with the def2-TZVPD basis set

Each line ends with the natural charge from an NBO analysis.
Cartesian coordinates (Å):
C -2.622 0.336 0.526  0.040
C -1.979 -0.782 0.790  0.071
C -0.083 0.483 -0.348  0.489
C 1.416 -1.049 0.169  -0.405
N -1.198 0.193 0.182  -0.409
N 0.209 1.596 -1.055  -0.816
H -3.422 1.002 0.449  0.276
H -1.804 -1.757 1.140  0.268
H 1.136 -1.726 -0.585  0.207
H 2.380 -0.789 0.073  0.204
H 1.091 -1.296 1.133  0.201
H 1.215 1.634 -1.502  0.456
H -0.611 2.065 -1.445  0.418

Summary:
HOMO   -13.38 eV
Net charge   +1
HOMO-LUMO gap   0.3493 hartree


*w* is preferred energetically. Next in line: 65.5 kcal/mol higher.


*w*
Molecular formula: C4H7N2
Method: DFT, ωB97M-V with the def2-TZVPD basis set

Each line ends with the natural charge from an NBO analysis.
Cartesian coordinates (Å):
C -1.577 0.027 0.788  0.156
N -1.609 0.841 -0.163  -0.187
N -0.249 0.999 -0.773  -0.249
C 0.473 -0.071 -1.421  -0.211
C 0.681 0.211 0.084  -0.045
C -0.191 -0.437 1.197  -0.495
H -2.290 -0.198 1.496  0.247
H -0.101 1.999 -1.003  0.463
H -0.250 -0.883 -1.806  0.257
H 1.106 0.254 -2.172  0.254
H 1.632 0.465 0.396  0.262
H -0.143 -1.516 1.272  0.275
H 0.080 -0.131 2.198  0.272

Summary:
HOMO   -16.01 eV
Net charge   +1
SMILES   C1=N[N@@H+]2C[C@@H]2C1
HOMO-LUMO gap   0.4553 hartree


*x*
Molecular formula: C4H7N2
Method: DFT, ωB97M-V with the def2-TZVPD basis set

Each line ends with the natural charge from an NBO analysis.
Cartesian coordinates (Å):
C -2.684 0.248 -0.045  0.008
N -1.709 -0.461 0.340  -0.243
N -0.368 -0.164 0.097  -0.112
C 0.367 0.858 0.317  0.240
C 1.698 0.156 0.155  -0.483
C 0.906 -1.102 0.000  -0.176
H -2.618 1.118 -0.686  0.193
H -3.718 -0.192 0.188  0.246
H -0.098 1.878 0.545  0.252
H 2.220 0.170 1.074  0.268
H 2.394 0.677 -0.617  0.290
H 0.760 -1.668 -0.983  0.258
H 1.011 -1.822 0.848  0.260

Summary:
HOMO   -15.40 eV
Net charge   +1
SMILES   C=N[N+]1=CCC1
HOMO-LUMO gap   0.3867 hartree


*y*
Molecular formula: C4H7N2
Method: DFT, ωB97M-V with the def2-TZVPD basis set

Each line ends with the natural charge from an NBO analysis.
Cartesian coordinates (Å):
C -2.063 0.583 0.228  -0.273
N -1.907 -0.895 0.225  -0.488
C -0.843 -0.128 0.029  0.558
N 0.400 -0.060 -0.304  -0.311
C 1.520 -0.822 0.171  -0.219
C 1.582 0.657 0.078  -0.176
H -2.179 1.310 1.146  0.250
H -2.479 1.182 -0.634  0.253
H -2.113 -1.508 1.006  0.444
H 1.835 -1.479 -0.652  0.247
H 1.469 -1.344 1.099  0.232
H 1.438 1.252 0.862  0.227
H 2.261 0.966 -0.733  0.256

Summary:
HOMO   -15.64 eV
Net charge   +1
SMILES   C1NC1=[N+]1CC1
HOMO-LUMO gap   0.4142 hartree


*z*
Molecular formula: C4H7N2
Method: DFT, ωB97M-V with the def2-TZVPD basis set

Each line ends with the natural charge from an NBO analysis.
Cartesian coordinates (Å):
C -1.802 -2.015 -1.448  0.083
N -1.444 -0.798 -1.348  -0.378
C -1.243 0.133 -0.373  -0.027
C -0.286 0.277 0.530  0.378
N 0.714 0.741 1.181  -0.441
C 2.064 1.237 0.707  -0.431
H -2.241 -2.514 -0.609  0.169
H -1.852 -2.610 -2.290  0.208
H -1.726 1.013 -0.302  0.269
H 0.731 0.573 2.166  0.427
H 2.310 2.029 1.515  0.253
H 2.735 0.353 0.582  0.248
H 2.040 1.582 -0.311  0.243

Summary:
HOMO   -13.87 eV
Net charge   +1
SMILES   C=NC=C=[NH+]C
HOMO-LUMO gap   0.3499 hartree


*w* is preferred energetically. Next in line: 12.3 kcal/mol higher.


*w*
Molecular formula: CH3NOS
Method: DFT, ωB97M-V with the def2-TZVPD basis set

Each line ends with the natural charge from an NBO analysis.
Cartesian coordinates (Å):
O -0.145 0.340 -2.049  -0.569
C 0.276 0.274 -0.931  0.513
N -0.532 0.051 0.081  -0.736
S 0.214 -0.807 1.414  0.222
H 1.233 0.217 -0.282  0.103
H -1.446 -0.289 -0.177  0.400
H 0.399 0.212 1.943  0.066

Summary:
HOMO   -10.28 eV
SMILES   O=CNS
HOMO-LUMO gap   0.3933 hartree


*x*
Molecular formula: CH3NOS
Method: DFT, ωB97M-V with the def2-TZVPD basis set

Each line ends with the natural charge from an NBO analysis.
Cartesian coordinates (Å):
C 0.120 -1.673 1.182  0.166
N 1.052 -1.027 1.024  -0.385
S 2.424 -0.266 0.762  -0.011
H -0.782 -2.066 1.354  0.237
O -0.159 0.998 -1.122  -0.956
H 0.359 0.422 -0.533  0.471
H 0.152 1.958 -0.961  0.478

Summary:
HOMO   -9.10 eV
SMILES   C#[N+][S-].O
HOMO-LUMO gap   0.3525 hartree


*w* is preferred energetically. Next in line: 8.9 kcal/mol higher.


*w*
Molecular formula: CH3NOS
Method: DFT, ωB97M-V with the def2-TZVPD basis set

Each line ends with the natural charge from an NBO analysis.
Cartesian coordinates (Å):
C -0.180 -0.037 -0.043  -0.424
N -1.505 -0.871 -0.201  -0.724
O -3.893 -0.869 -1.002  -0.856
S -2.650 -0.095 -0.830  1.371
H -0.502 0.902 0.194  0.195
H 0.139 -0.092 -1.017  0.207
H 0.432 -0.665 0.694  0.232

Summary:
HOMO   -10.51 eV
HOMO-LUMO gap   0.3695 hartree


*x*
Molecular formula: CH3NOS
Method: DFT, ωB97M-V with the def2-TZVPD basis set

Each line ends with the natural charge from an NBO analysis.
Cartesian coordinates (Å):
C 1.598 2.389 -1.497  0.059
N 1.122 2.169 -0.455  -0.295
H 2.292 2.449 -2.321  0.235
O -1.483 -0.682 0.180  -0.844
S -0.946 -0.661 1.765  0.293
H -0.860 -1.142 -0.370  0.483
H -1.314 0.475 2.053  0.070

Summary:
HOMO   -8.75 eV
SMILES   C#N.OS
HOMO-LUMO gap   0.3440 hartree


*w* is preferred energetically. Next in line: 9.1 kcal/mol higher.